<i>
Here is a cluster of 2 separate species, C6H15NS in total from the Open Molecules 2025 dataset. Energies are from ωB97M-V/def2-TZVPD.

Output
* HOMO level: -8.70 eV
* gap between HOMO and LUMO: 8.0 eV
* E_LUMO: -0.7115 eV

CARTESIAN COORDINATES (ANGSTROEM)
C (-1.055, 0.476, 1.000)
C (-1.655, 0.025, -0.354)
S (-3.421, 0.152, -0.233)
C (0.400, 0.291, 1.280)
N (1.369, 0.633, 0.220)
C (3.539, 0.291, -0.703)
C (2.418, -0.398, 0.006)
C (1.735, -1.456, -0.953)
H (-1.685, 0.083, 1.827)
H (-1.312, 1.597, 1.009)
H (-1.273, 0.714, -1.075)
H (-1.184, -0.913, -0.623)
H (-3.677, -1.687, 0.481)
H (0.640, -0.737, 1.680)
H (0.568, 0.812, 2.265)
H (1.755, 1.568, 0.339)
H (4.025, 1.090, -0.079)
H (3.078, 0.888, -1.460)
H (4.291, -0.379, -1.141)
H (2.748, -0.816, 0.988)
H (2.358, -2.422, -0.830)
H (0.638, -1.460, -0.853)
H (1.710, -1.047, -1.974)

natural (NBO) charges in e: number 1, C, carries -0.41; number 2, C, carries -0.58; number 3, S, carries 0.02; number 4, C, carries -0.24; number 5, N, carries -0.66; number 6, C, carries -0.62; number 7, C, carries -0.04; number 8, C, carries -0.63; number 9, H, carries 0.22; number 10, H, carries 0.19; number 11, H, carries 0.23; number 12, H, carries 0.22; number 13, H, carries 0.11; number 14, H, carries 0.19; number 15, H, carries 0.19; number 16, H, carries 0.37; number 17, H, carries 0.20; number 18, H, carries 0.21; number 19, H, carries 0.22; number 20, H, carries 0.17; number 21, H, carries 0.21; number 22, H, carries 0.21; number 23, H, carries 0.21

<ii>
Here is a cluster of 2 separate species, C6H15NS in total from the Open Molecules 2025 dataset. Energies are from ωB97M-V/def2-TZVPD.

Output
* HOMO level: -7.78 eV
* gap between HOMO and LUMO: 5.4 eV
* E_LUMO: -2.4136 eV

CARTESIAN COORDINATES (ANGSTROEM)
C (-1.625, 0.506, 0.863)
C (-2.946, -0.331, 0.689)
S (-3.876, 0.107, -0.752)
N (-0.590, -0.353, 0.493)
C (0.797, 0.181, 0.776)
C (1.847, -0.438, -0.219)
C (3.267, -0.030, 0.105)
C (1.355, -0.212, -1.627)
H (-1.759, 1.503, 0.380)
H (-1.541, 0.642, 1.958)
H (-3.520, -0.054, 1.686)
H (-2.576, -1.306, 0.738)
H (-5.095, 0.082, -0.173)
H (-1.971, -0.005, -1.713)
H (1.103, 0.084, 1.955)
H (0.772, 1.294, 0.569)
H (1.768, -1.596, -0.254)
H (3.466, 1.112, -0.009)
H (3.921, -0.497, -0.662)
H (3.440, -0.314, 1.167)
H (1.015, 0.882, -1.696)
H (2.177, -0.343, -2.402)
H (0.571, -0.913, -1.872)

natural (NBO) charges in e: number 1, C, carries -0.28; number 2, C, carries -0.55; number 3, S, carries -0.02; number 4, N, carries -0.27; number 5, C, carries -0.28; number 6, C, carries -0.24; number 7, C, carries -0.61; number 8, C, carries -0.60; number 9, H, carries 0.21; number 10, H, carries 0.20; number 11, H, carries 0.22; number 12, H, carries 0.23; number 13, H, carries 0.13; number 14, H, carries -0.01; number 15, H, carries 0.23; number 16, H, carries 0.18; number 17, H, carries 0.21; number 18, H, carries 0.20; number 19, H, carries 0.22; number 20, H, carries 0.21; number 21, H, carries 0.19; number 22, H, carries 0.21; number 23, H, carries 0.23

Least stable structure: <ii>

<i>
Here is a cluster of 2 separate species, C6H15NS in total from the Open Molecules 2025 dataset. Energies are from ωB97M-V/def2-TZVPD.

Output
* HOMO level: -7.11 eV
* gap between HOMO and LUMO: 3.5 eV
* E_LUMO: -3.6029 eV

CARTESIAN COORDINATES (ANGSTROEM)
C (1.412, -0.524, 0.339)
C (2.822, -0.101, -0.125)
C (3.008, 1.353, 0.248)
S (1.675, 2.355, -0.393)
H (1.123, -0.021, 1.247)
H (1.288, -1.604, 0.474)
H (0.659, -0.156, -0.353)
H (3.557, -0.802, 0.319)
H (2.827, -0.159, -1.245)
H (4.003, 1.702, -0.138)
H (3.089, 1.444, 1.384)
C (-3.150, -0.558, -1.018)
C (-1.774, -0.326, -0.400)
C (-1.387, -1.222, 0.664)
N (-1.885, 1.257, 0.341)
H (-3.256, -1.567, -1.498)
H (-3.894, -0.448, -0.176)
H (-3.323, 0.256, -1.762)
H (-1.547, -2.284, 0.399)
H (-1.637, -0.975, 1.681)
H (-1.055, 1.752, 0.055)
H (-1.017, -0.085, -1.229)
H (-1.536, 0.715, 1.186)

natural (NBO) charges in e: number 1, C, carries -0.64; number 2, C, carries -0.40; number 3, C, carries -0.58; number 4, S, carries -0.18; number 5, H, carries 0.21; number 6, H, carries 0.20; number 7, H, carries 0.22; number 8, H, carries 0.21; number 9, H, carries 0.21; number 10, H, carries 0.24; number 11, H, carries 0.20; number 12, C, carries -0.60; number 13, C, carries -0.20; number 14, C, carries -0.11; number 15, N, carries -0.80; number 16, H, carries 0.21; number 17, H, carries 0.22; number 18, H, carries 0.25; number 19, H, carries 0.20; number 20, H, carries 0.20; number 21, H, carries 0.37; number 22, H, carries 0.26; number 23, H, carries 0.33

<ii>
Here is an isolated molecule of C6H15NS from the Open Molecules 2025 dataset. Energies are from ωB97M-V/def2-TZVPD.

Output
* SMILES: CCN[C@H](C)CCS
* HOMO level: -8.99 eV
* gap between HOMO and LUMO: 9.9 eV
* E_LUMO: 0.9619 eV

CARTESIAN COORDINATES (ANGSTROEM)
C (1.143, -0.406, -1.386)
N (0.851, 0.718, -0.424)
C (-0.588, 0.728, -0.104)
C (-0.917, 0.030, 1.239)
C (-0.909, -1.489, 1.182)
S (-2.001, -2.219, 2.453)
C (-1.043, 2.185, 0.006)
C (2.645, -0.571, -1.661)
H (0.658, -1.322, -1.067)
H (0.668, -0.062, -2.314)
H (1.375, 0.534, 0.426)
H (-1.251, 0.353, -0.906)
H (-0.145, 0.414, 1.928)
H (-1.870, 0.389, 1.626)
H (-1.299, -1.762, 0.171)
H (0.058, -1.958, 1.309)
H (-2.999, -1.312, 2.350)
H (-0.624, 2.559, 0.970)
H (-0.668, 2.751, -0.847)
H (-2.122, 2.340, 0.095)
H (2.810, -1.602, -2.016)
H (3.152, -0.445, -0.689)
H (3.077, 0.148, -2.342)

natural (NBO) charges in e: number 1, C, carries -0.21; number 2, N, carries -0.63; number 3, C, carries -0.06; number 4, C, carries -0.42; number 5, C, carries -0.51; number 6, S, carries -0.04; number 7, C, carries -0.60; number 8, C, carries -0.62; number 9, H, carries 0.17; number 10, H, carries 0.19; number 11, H, carries 0.34; number 12, H, carries 0.19; number 13, H, carries 0.20; number 14, H, carries 0.21; number 15, H, carries 0.21; number 16, H, carries 0.22; number 17, H, carries 0.11; number 18, H, carries 0.20; number 19, H, carries 0.22; number 20, H, carries 0.20; number 21, H, carries 0.21; number 22, H, carries 0.20; number 23, H, carries 0.22

Least stable structure: <i>

<i>
Here is an isolated molecule of C5H4N2 from the Open Molecules 2025 dataset. Energies are from ωB97M-V/def2-TZVPD.

Output
* HOMO level: -8.77 eV
* gap between HOMO and LUMO: 9.0 eV
* E_LUMO: 0.2149 eV

CARTESIAN COORDINATES (ANGSTROEM)
C (-0.501, 0.854, 1.925)
C (-1.067, -0.260, 1.785)
C (-0.342, -0.233, 0.422)
C (-0.627, 0.373, -0.795)
C (0.356, -0.125, -1.676)
N (1.192, -0.960, -1.071)
N (0.768, -0.994, 0.201)
H (-0.032, 1.810, 2.065)
H (-1.438, 1.062, -0.993)
H (0.489, 0.092, -2.729)
H (1.202, -1.619, 0.865)

natural (NBO) charges in e: number 1, C, carries -0.11; number 2, C, carries -0.13; number 3, C, carries 0.10; number 4, C, carries -0.34; number 5, C, carries -0.06; number 6, N, carries -0.24; number 7, N, carries -0.34; number 8, H, carries 0.26; number 9, H, carries 0.24; number 10, H, carries 0.21; number 11, H, carries 0.41

<ii>
Here is an isolated molecule of C5H4N2 from the Open Molecules 2025 dataset. Energies are from ωB97M-V/def2-TZVPD.

Output
* HOMO level: -9.15 eV
* gap between HOMO and LUMO: 9.8 eV
* E_LUMO: 0.6758 eV

CARTESIAN COORDINATES (ANGSTROEM)
C (2.338, -0.653, -0.838)
C (1.237, -0.685, -0.355)
C (-0.075, 0.307, 1.460)
C (-0.097, -0.636, 0.249)
C (-1.123, -0.007, -0.670)
N (-1.608, 1.068, -0.189)
N (-0.944, 1.206, 1.070)
H (3.322, -0.616, -1.251)
H (-0.409, -1.641, 0.568)
H (-1.445, -0.376, -1.637)
H (-1.196, 2.034, 1.592)

natural (NBO) charges in e: number 1, C, carries -0.22; number 2, C, carries 0.01; number 3, C, carries 0.13; number 4, C, carries -0.49; number 5, C, carries 0.10; number 6, N, carries -0.25; number 7, N, carries -0.44; number 8, H, carries 0.24; number 9, H, carries 0.28; number 10, H, carries 0.22; number 11, H, carries 0.41

<iii>
Here is a cluster of 2 separate species, C5H4N2 in total from the Open Molecules 2025 dataset. Energies are from ωB97M-V/def2-TZVPD.

Output
* HOMO level (spin up / spin down): -9.26 / -9.22 eV
* gap between HOMO and LUMO (spin up / spin down): 7.0 / 6.6 eV
* E_LUMO (spin up / spin down): -2.3059 / -2.6597 eV

CARTESIAN COORDINATES (ANGSTROEM)
C (3.056, 0.627, 0.274)
C (1.779, 0.459, 0.245)
C (0.379, 0.237, 0.133)
C (-0.327, -0.866, -0.349)
C (-1.675, -0.466, -0.231)
N (-1.799, 0.743, 0.289)
N (-0.538, 1.147, 0.488)
H (2.093, -0.993, -1.020)
H (-0.069, -1.913, -0.234)
H (-2.572, -1.025, -0.472)
H (-0.326, 2.049, 0.875)

natural (NBO) charges in e: number 1, C, carries 0.05; number 2, C, carries -0.35; number 3, C, carries 0.03; number 4, C, carries -0.36; number 5, C, carries -0.03; number 6, N, carries -0.25; number 7, N, carries -0.30; number 8, H, carries 0.33; number 9, H, carries 0.24; number 10, H, carries 0.22; number 11, H, carries 0.41

<iv>
Here is an isolated molecule of C5H4N2 from the Open Molecules 2025 dataset. Energies are from ωB97M-V/def2-TZVPD.

Output
* SMILES: C#Cc1cn[nH]c1
* HOMO level: -8.89 eV
* gap between HOMO and LUMO: 9.8 eV
* E_LUMO: 0.9344 eV

CARTESIAN COORDINATES (ANGSTROEM)
C (-0.617, -2.695, -0.713)
C (-0.286, -1.565, -0.421)
C (0.062, -0.228, -0.072)
C (-0.786, 0.724, 0.463)
N (-0.045, 1.838, 0.623)
N (1.229, 1.696, 0.229)
C (1.314, 0.445, -0.195)
H (-0.933, -3.675, -0.981)
H (-1.841, 0.678, 0.710)
H (-0.345, 2.741, 0.961)
H (2.238, 0.044, -0.595)

natural (NBO) charges in e: number 1, C, carries -0.22; number 2, C, carries -0.02; number 3, C, carries -0.25; number 4, C, carries -0.01; number 5, N, carries -0.33; number 6, N, carries -0.25; number 7, C, carries -0.02; number 8, H, carries 0.24; number 9, H, carries 0.23; number 10, H, carries 0.41; number 11, H, carries 0.22

Least stable structure: <iii>